No. 1
ORCA calculation (wB97M-V/def2-TZVPD) on C6H11N3 in the gas phase.

Values from the calculation:
Frontier orbital gap (spin up / spin down): 8.66 / 8.66 eV
2S+1: 1
HOMO energy (spin up / spin down): -0.315 / -0.315 hartree
Charge: 0

Each line ends with the Löwdin charge.
Geometry (Å):
C -1.18662 0.48348 -0.27296  -0.100
C 1.13562 -0.36875 -1.01962  -0.208
C 1.45252 0.89096 -1.83612  -0.094
C -0.63438 0.99387 1.01578  -0.480
C -0.34133 -0.63802 -0.87406  -0.413
C -0.47041 -1.14285 2.46079  0.025
N -0.78776 0.08693 2.32550  0.002
N -0.03864 1.97840 1.44782  0.093
N -0.80436 -1.76074 -1.24419  0.138
H -0.26495 1.07746 2.74309  0.160
H -1.80888 -1.83503 -1.07135  0.051
H -2.20970 0.12959 -0.11743  0.115
H -1.21584 1.32579 -0.96691  0.121
H 1.56730 -0.25429 -0.01895  0.110
H 1.58432 -1.25122 -1.47553  0.106
H -0.10501 -1.50581 3.41614  0.082
H -0.49769 -1.82346 1.61538  0.078
H 1.11603 1.79075 -1.31971  0.063
H 2.52921 0.97564 -1.98759  0.072
H 0.98056 0.84729 -2.82008  0.079

Atoms 1-2, force components in eV/Å:
C 0.0 -0.3 -0.1
C 0.0 0.1 -0.1

---

No. 2
ORCA calculation (wB97M-V/def2-TZVPD) on a molecular structure, C40H40Cl3KN4O7STe.

Values from the calculation:
Frontier orbital gap: 6.31 eV
2S+1: 1
HOMO energy: -0.086 hartree
Charge: -2

Each line ends with the Löwdin charge.
Geometry (Å):
K -0.48423 0.19015 2.03701  0.630
C 3.59315 4.89398 -1.13882  -0.113
O 4.63710 3.99736 -0.83814  -0.110
C 4.33285 2.98585 0.04528  -0.332
C 5.34289 2.02151 0.21112  -0.072
C 5.07632 0.95481 1.04234  -0.066
C 3.88120 0.80776 1.75810  -0.115
C 3.70524 -0.35284 2.64654  -0.408
C 4.55131 -1.59385 2.37750  -0.035
O 2.92011 -0.38247 3.57823  0.002
C 2.83063 1.79123 1.59050  -0.414
O 1.69639 1.71060 2.12294  -0.162
C 3.13367 2.88644 0.69700  0.031
H 3.98528 5.57862 -1.88941  0.081
H 3.28255 5.46280 -0.25733  0.089
H 2.72138 4.36973 -1.54074  0.092
H 6.27732 2.12192 -0.32462  0.094
H 5.84625 0.19969 1.15558  0.096
H 5.59338 -1.42468 2.66309  0.070
H 4.52781 -1.86922 1.32193  0.076
H 4.14487 -2.40640 2.97432  0.069
H 2.33358 3.60094 0.55813  0.104
C 3.89853 1.61108 -4.73491  -0.060
C 2.90594 0.89569 -3.85616  -0.277
C 3.06165 0.90303 -2.47235  -0.016
C 2.16626 0.23537 -1.65181  -0.016
C 1.10433 -0.45682 -2.21772  -0.263
C 0.93537 -0.47897 -3.59259  -0.058
C 1.83261 0.20040 -4.40496  -0.051
S -0.08179 -1.25948 -1.15235  0.560
O -0.89993 -0.18666 -0.61525  -0.372
O -0.77627 -2.21489 -2.00311  -0.335
N 0.69876 -1.88325 0.05781  -0.126
C 1.50689 -2.97719 -0.07325  -0.396
C 1.92433 -3.54654 -1.30313  -0.025
C 2.77851 -4.62411 -1.29206  -0.104
C 3.21045 -5.15797 -0.08018  -0.117
C 2.73321 -4.55867 1.07129  -0.184
N 1.91744 -3.51105 1.09446  0.105
H 4.29509 2.49568 -4.23516  0.071
H 3.44262 1.92000 -5.67714  0.068
H 4.74650 0.96327 -4.97305  0.076
H 3.89050 1.43504 -2.02157  0.099
H 2.29460 0.25111 -0.57655  0.109
H 0.09730 -1.02257 -4.00968  0.099
H 1.69295 0.19427 -5.48131  0.102
H 1.56716 -3.13755 -2.23763  0.089
H 3.11065 -5.05602 -2.23011  0.094
H 3.88193 -6.00510 -0.03399  0.079
H 3.02681 -4.93669 2.04797  0.097
C -2.02948 -2.77092 5.04271  -0.483
Te -0.20575 -3.07875 3.96411  1.079
C -1.21493 -3.80049 2.22164  -0.452
H -2.57771 -3.70881 5.11482  -0.015
H -2.61610 -2.01029 4.53006  -0.026
H -1.77643 -2.42062 6.04184  -0.036
H -2.27730 -3.61155 2.36879  0.001
H -1.03497 -4.86488 2.09392  -0.015
H -0.85752 -3.25407 1.35391  -0.041
Cl 1.75768 1.91358 5.33595  0.696
C 0.17375 1.65746 6.03615  -1.583
Cl -0.13075 2.84414 7.35838  0.550
Cl -1.08171 1.79081 4.81242  0.716
C 0.12421 0.32122 6.64081  -0.383
N 0.08401 -0.72409 7.11025  0.190
C -3.00288 -0.73797 -4.37034  -0.054
C -2.99395 0.56427 -3.61215  -0.229
C -2.52654 1.71707 -4.23313  -0.074
C -2.44991 2.91306 -3.53646  -0.103
C -2.86993 2.96346 -2.22027  -0.029
C -3.34123 1.81939 -1.57954  -0.206
N -3.66865 1.92479 -0.21247  0.104
C -4.78392 1.37314 0.38653  -0.217
C -5.99103 1.25292 -0.31298  -0.046
C -7.10986 0.71024 0.29548  -0.118
C -7.05471 0.26752 1.61104  -0.120
C -5.85152 0.36244 2.29870  -0.040
C -4.71928 0.91158 1.71683  -0.069
C -3.41147 0.92686 2.49341  -0.688
O -2.65365 1.92333 2.31760  -0.136
O -3.16702 -0.05544 3.22124  -0.072
C -3.39230 0.59735 -2.26864  -0.162
C -3.79102 -0.67698 -1.57831  -0.031
H -2.71494 -0.57757 -5.41099  0.068
H -3.99030 -1.20636 -4.35560  0.079
H -2.30383 -1.44836 -3.92117  0.059
H -2.19505 1.66601 -5.26487  0.095
H -2.06369 3.80334 -4.01863  0.089
H -2.82639 3.88645 -1.65501  0.107
H -2.94287 2.18869 0.44851  0.118
H -6.03304 1.59296 -1.34119  0.111
H -8.03459 0.63292 -0.26608  0.088
H -7.92792 -0.16443 2.08460  0.082
H -5.75454 -0.02500 3.30576  0.110
H -4.85015 -0.90724 -1.73489  0.089
H -3.62105 -0.60806 -0.50714  0.082
H -3.19119 -1.50845 -1.94164  0.059

Atoms 1-2, force components in eV/Å:
K 0.3 -0.1 0.0
C 0.0 0.0 0.0

---

No. 3
ORCA calculation (wB97M-V/def2-TZVPD) on 2 unconnected molecules or ions with the total composition CHN2O5 at a distorted geometry.

Values from the calculation:
Frontier orbital gap (spin up / spin down): 4.16 / 7.71 eV
2S+1: 3
HOMO energy (spin up / spin down): -0.021 / -0.165 hartree
Charge: -1

Each line ends with the Löwdin spin population.
Geometry (Å):
C -2.16156 -0.04044 -0.04033  0.012
N 0.27265 -0.24692 0.43332  0.675
N 1.06269 0.72869 0.04443  0.470
O -2.21116 -0.53342 -1.11373  0.022
O -2.38034 0.39731 1.03477  0.011
O 0.70332 1.87552 0.30941  0.383
O 2.23661 0.50841 -0.35567  0.219
O 0.93084 -1.43412 0.17503  0.204
H 1.54695 -1.25504 -0.48722  0.004

Atoms 1-2, force components in eV/Å:
C -1.0 -0.2 0.7
N -2.1 -5.1 2.1

---

No. 4
ORCA calculation (wB97M-V/def2-TZVPD) on C23H24N2O5 in the gas phase at a distorted geometry.

Values from the calculation:
Frontier orbital gap: 7.67 eV
2S+1: 1
Structure (SMILES): CCOc1ccccc1/N=c1\oc2cc(O)ccc2cc1C(=O)NC[C@@H]1CCCO1
HOMO energy: -0.290 hartree
Charge: 0

Each line ends with the Löwdin charge.
Geometry (Å):
C 1.13925 1.78144 -4.30678  -0.062
C 1.14207 0.90523 -3.06217  -0.254
O 1.90699 -0.24602 -3.36167  -0.040
C 2.28998 -1.12165 -2.38976  -0.201
C 3.24370 -2.04995 -2.80635  -0.012
C 3.74660 -3.00690 -1.94974  -0.095
C 3.30928 -3.04742 -0.63635  -0.098
C 2.37305 -2.13168 -0.20477  -0.026
C 1.84219 -1.16447 -1.05988  -0.181
N 0.79161 -0.36181 -0.61636  0.119
C 0.82509 0.34895 0.43988  -0.237
O 2.01500 0.47556 1.11511  0.122
C 2.14448 1.27599 2.19270  -0.179
C 3.39312 1.34640 2.79680  0.074
C 3.57146 2.16213 3.90476  -0.306
O 4.76359 2.27017 4.52951  0.075
C 2.49771 2.90720 4.40959  -0.007
C 1.26512 2.83137 3.81096  -0.006
C 1.06043 2.01625 2.69156  -0.143
C -0.19017 1.87257 2.02213  0.083
C -0.32929 1.07303 0.93342  -0.011
C -1.70478 0.95506 0.34916  -0.440
O -2.63710 1.57406 0.83737  0.042
N -1.81649 0.16828 -0.73604  0.086
C -3.10590 -0.24561 -1.21954  -0.111
C -3.48166 -1.63872 -0.65938  -0.325
C -4.97841 -1.92213 -0.83934  -0.126
C -5.59028 -1.30149 0.42415  -0.141
C -4.38783 -1.13910 1.37661  -0.183
O -3.26402 -1.71333 0.72924  -0.098
H 0.55082 2.67611 -4.12479  0.075
H 0.71096 1.23458 -5.14215  0.076
H 2.15527 2.06713 -4.56583  0.076
H 0.11590 0.62875 -2.79438  0.108
H 1.58793 1.44913 -2.22014  0.126
H 3.57163 -1.99381 -3.83273  0.117
H 4.47860 -3.71596 -2.30556  0.100
H 3.69119 -3.78993 0.04793  0.099
H 2.00578 -2.16696 0.81091  0.117
H 4.20662 0.76298 2.39035  0.132
H 5.42306 1.71326 4.09674  0.115
H 2.66893 3.53118 5.27130  0.119
H 0.43425 3.40146 4.19660  0.122
H -1.05841 2.40281 2.38652  0.135
H -0.99186 -0.37668 -0.98090  0.101
H -3.09863 -0.28176 -2.31197  0.128
H -3.82972 0.49848 -0.87987  0.126
H -2.83672 -2.39667 -1.11570  0.150
H -5.14732 -2.99856 -0.85931  0.112
H -5.36950 -1.48736 -1.75643  0.111
H -6.03997 -0.33336 0.21010  0.107
H -6.35524 -1.94509 0.85394  0.103
H -4.51684 -1.67180 2.32105  0.119
H -4.19152 -0.08132 1.58945  0.103

Atoms 1-2, force components in eV/Å:
C 0.1 -0.4 0.3
C -0.3 0.6 -0.1

---

No. 5
ORCA calculation (wB97M-V/def2-TZVPD) on a molecular structure, C49H61CsN6O2S at a distorted geometry.

Values from the calculation:
Frontier orbital gap: 4.60 eV
2S+1: 1
HOMO energy: -0.048 hartree
Charge: -2

Each line ends with the Löwdin charge.
Geometry (Å):
Cs 0.12346 -0.32741 0.43001  0.905
C -7.55856 2.22809 0.52706  -0.067
C -6.69775 3.49010 0.53988  -0.563
C -7.13570 4.35754 1.73135  -0.052
C -6.96338 4.26214 -0.75975  -0.058
C -5.21335 3.16755 0.68485  -0.180
C -4.74648 1.92437 0.94484  0.013
C -3.34231 1.66196 1.09008  -0.180
N -2.82504 0.44491 1.23071  0.133
C -3.46009 -0.59813 1.74919  -0.177
C -4.55126 -0.50461 2.67995  0.007
C -5.10403 -1.59669 3.25303  -0.170
C -4.60544 -2.89318 2.84994  0.028
C -3.56670 -3.09098 2.00312  -0.081
C -2.86688 -1.91596 1.45048  -0.314
O -1.84928 -2.01396 0.76933  -0.257
C -3.04801 -4.47846 1.62824  -0.536
C -1.61259 -4.66463 2.15036  -0.033
C -3.04921 -4.64114 0.09626  -0.033
C -3.91339 -5.58983 2.22130  -0.083
C -6.16994 -1.44270 4.34429  -0.560
C -6.73526 -2.78995 4.79760  -0.078
C -7.33423 -0.58971 3.82412  -0.059
C -5.55324 -0.74780 5.56736  -0.051
C -2.36069 2.75719 1.00097  -0.312
O -1.16793 2.57130 1.24998  -0.042
C -2.90614 4.09202 0.68403  -0.087
C -4.24869 4.23795 0.57286  0.017
C -1.93172 5.25216 0.50430  -0.543
C -2.63340 6.53925 0.07032  -0.083
C -1.21336 5.52069 1.83667  -0.043
C -0.89124 4.90228 -0.57174  -0.038
H -8.61191 2.50536 0.43162  0.080
H -7.44643 1.65229 1.44837  0.067
H -7.29892 1.57756 -0.31199  0.092
H -8.19237 4.63282 1.64289  0.077
H -6.54545 5.27568 1.78918  0.077
H -6.99464 3.81228 2.66805  0.085
H -8.03554 4.44991 -0.87570  0.076
H -6.61817 3.68864 -1.62357  0.091
H -6.45363 5.22773 -0.77276  0.071
H -5.40887 1.07000 0.94588  0.101
H -4.85412 0.49020 2.98658  0.110
H -5.08110 -3.76576 3.27570  0.078
H -0.92925 -3.96458 1.67492  0.078
H -1.27105 -5.67998 1.92789  0.082
H -1.57489 -4.51481 3.23384  0.087
H -2.40051 -3.90868 -0.38186  0.077
H -4.06369 -4.52268 -0.29952  0.086
H -2.68776 -5.63850 -0.16983  0.082
H -3.88737 -5.59034 3.31580  0.080
H -3.52744 -6.55297 1.87887  0.078
H -4.95673 -5.51060 1.89943  0.082
H -7.18223 -3.34053 3.96533  0.086
H -7.51321 -2.62278 5.54773  0.077
H -5.96467 -3.41930 5.24855  0.083
H -7.78207 -1.04782 2.93830  0.089
H -6.99876 0.41234 3.54895  0.064
H -8.10851 -0.48756 4.59211  0.078
H -4.71566 -1.33146 5.95635  0.089
H -6.29742 -0.63336 6.36325  0.077
H -5.17343 0.24179 5.30661  0.080
H -4.63676 5.22404 0.34644  0.086
H -3.33937 6.89773 0.82579  0.078
H -3.17261 6.40773 -0.87225  0.083
H -1.88085 7.31776 -0.07609  0.078
H -1.93650 5.79267 2.61184  0.084
H -0.50516 6.34737 1.71915  0.079
H -0.66850 4.63505 2.16056  0.078
H -1.38023 4.73846 -1.53647  0.088
H -0.33830 4.00304 -0.30692  0.080
H -0.18193 5.72817 -0.67989  0.081
C 3.32640 1.65696 6.19062  -0.131
C 2.42087 2.29375 5.14284  -0.328
N 3.11269 2.61738 3.91037  -0.057
C 3.19142 1.72960 2.84625  -0.880
S 2.94515 0.05380 3.09928  0.444
N 3.57154 2.34762 1.73580  -0.068
N 3.36992 1.65002 0.59320  0.029
C 4.10162 1.98680 -0.40815  -0.303
C 5.23551 2.96870 -0.30836  -0.073
C 3.79735 1.38633 -1.73970  -0.229
C 4.51059 1.78288 -2.87437  -0.050
C 4.19402 1.22701 -4.10649  -0.104
C 3.18306 0.28695 -4.18867  -0.084
C 2.52042 -0.05219 -3.01111  -0.131
N 2.81750 0.48187 -1.83428  0.116
H 2.78058 1.50746 7.12830  0.057
H 4.19241 2.29527 6.38489  0.060
H 3.67571 0.69039 5.82712  0.031
H 2.01893 3.23136 5.53491  0.101
H 1.58459 1.62326 4.93664  0.079
H 2.98031 3.55458 3.56415  0.102
H 5.35809 3.25029 0.73358  0.048
H 5.04485 3.87656 -0.89359  0.071
H 6.16975 2.53025 -0.67483  0.069
H 5.29520 2.52514 -2.79612  0.086
H 4.73774 1.53125 -4.99496  0.090
H 2.90946 -0.17672 -5.12780  0.089
H 1.73287 -0.80458 -2.98840  0.067
C -2.12397 -0.35282 -5.07069  -0.103
C -1.48905 -1.37453 -5.76155  -0.104
C -0.81251 -2.34586 -5.04701  -0.041
C -0.77176 -2.29019 -3.64704  -0.254
N -1.38078 -1.29235 -2.98450  0.131
C -2.03076 -0.36597 -3.68679  -0.152
C -0.02965 -3.32458 -2.86560  -0.269
C -0.21140 -4.66765 -3.23206  -0.099
C 0.45837 -5.66655 -2.53905  -0.152
C 1.31044 -5.29847 -1.49776  -0.148
C 1.46631 -3.95285 -1.16280  -0.176
C 0.80541 -2.88525 -1.81667  -0.113
H -2.66389 0.43384 -5.58318  0.085
H -1.51143 -1.40463 -6.84558  0.090
H -0.28470 -3.14284 -5.55602  0.102
H -2.50848 0.41702 -3.10232  0.100
H -0.90025 -4.94091 -4.03201  0.088
H 0.31100 -6.71080 -2.79711  0.073
H 1.84381 -6.07182 -0.94629  0.075
H 2.14157 -3.72552 -0.33544  0.067

Atoms 1-2, force components in eV/Å:
Cs 1.5 0.8 -0.4
C 0.0 0.0 0.0

---

No. 6
ORCA calculation (wB97M-V/def2-TZVPD) on C4H8O in the gas phase.

Values from the calculation:
Frontier orbital gap: 9.30 eV
2S+1: 1
HOMO energy: -0.310 hartree
Charge: 0

Each line ends with the Löwdin charge.
Geometry (Å):
C 1.45497 -0.29468 -0.31872  -0.121
C -1.12019 1.03785 -0.65638  -0.080
O -1.78431 0.01570 -1.17347  -0.007
C -0.71222 0.59941 0.73365  -0.248
C 0.32033 -0.54457 0.67812  -0.267
H 1.98646 0.63787 -0.09917  0.077
H 1.07441 -0.21707 -1.34336  0.063
H 2.17941 -1.11526 -0.29500  0.070
H -2.02198 0.26121 -2.07910  0.101
H -0.29865 1.46022 1.26811  0.095
H -1.60376 0.25770 1.28071  0.111
H 0.73616 -0.68962 1.68269  0.104
H -0.19846 -1.47161 0.40985  0.102

Atoms 1-2, force components in eV/Å:
C 0.1 0.0 0.0
C -0.1 -0.4 0.3

---

What are the energy relative to the best compared isomer or geometry (same formula, charge and spin) values for these records? In order: 87.0 0.0 0.0 49.8 0.0 58.7 kcal/mol.